Record 1
17
Properties=species:S:1:pos:R:3:forces:R:3 method="wB97M-V/def2-TZVPD" total_charge=+1 homo_energy_ev=-14.299
C 0.66593 -0.90769 -0.16054 0.087 0.061 0.179
C 1.41303 0.33904 -0.55024 0.225 -0.285 -0.031
C -0.66776 -1.06083 -0.88714 -0.030 0.050 0.145
C 1.90757 1.21561 0.31573 -0.034 0.005 -0.018
N -1.79389 -0.15937 1.30658 0.030 0.148 0.037
O -1.10408 1.50402 -0.42064 -0.683 0.399 -0.270
S -1.90875 0.16508 -0.33403 1.017 -0.214 0.285
H 1.28262 -1.77094 -0.42849 -0.116 -0.031 -0.018
H 0.51451 -0.93793 0.91998 0.071 -0.064 -0.094
H 1.59570 0.45668 -1.61253 0.034 0.144 -0.098
H -0.11405 1.45472 -0.29483 -0.055 -0.286 0.190
H -0.55517 -0.91520 -1.96262 -0.226 0.073 -0.035
H -1.10011 -2.04596 -0.71745 -0.201 -0.015 -0.014
H 1.78190 1.09842 1.38074 -0.087 -0.075 0.195
H 2.47236 2.07138 -0.00554 0.158 0.188 -0.148
H -2.23494 0.56017 1.87322 -0.144 0.080 -0.178
H -2.15490 -1.06720 1.57782 -0.045 -0.177 -0.127

Record 2
105
Properties=species:S:1:pos:R:3:forces:R:3 method="wB97M-V/def2-TZVPD" total_charge=+1 homo_energy_ev=-11.798
N -0.23837 -0.02970 -0.47149 3.639 -4.260 3.850
H -1.15769 0.13116 -0.55094 -4.477 1.475 -0.140
H -0.19731 -1.06981 -0.65101 0.648 1.178 -0.928
H 0.08520 -0.08779 0.56479 -0.833 0.982 -1.898
H 0.33736 0.57073 -1.00553 0.786 0.494 -0.970
O 0.85559 -2.25397 1.78701 0.815 0.189 1.246
C 1.95709 -2.37208 2.32228 -0.372 -0.096 -4.693
O 2.20431 -2.70249 3.53272 0.371 0.069 2.339
C 1.12163 -2.98521 4.41702 -1.055 0.257 0.075
C 1.49620 -2.91438 5.82787 1.497 1.505 1.614
C 3.24671 -2.29023 1.45697 -2.556 -6.773 0.571
H 0.84247 -3.99083 4.28224 -0.671 -1.249 -0.928
H 0.25210 -2.34942 4.33583 -0.092 0.326 -1.154
H 0.56236 -3.01366 6.43657 0.974 -0.203 -0.338
H 1.93623 -1.87524 6.04450 -0.454 -1.532 0.001
H 2.24617 -3.70725 6.00978 -0.396 0.557 0.594
H 3.72547 -1.48462 1.63669 3.433 5.707 1.217
H 3.05729 -2.39365 0.42030 -0.707 0.386 -0.803
H 3.92999 -3.17341 1.67954 -0.833 1.085 0.192
O -0.86141 2.89258 -0.67711 -0.532 0.443 -0.396
C -1.01477 4.07173 -0.44579 -2.363 -1.485 -2.845
O -1.93543 4.91252 -1.10930 0.227 -0.748 0.301
C -2.84038 4.45872 -2.20057 1.468 -4.019 2.746
C -3.47634 5.48935 -2.88187 -2.324 9.078 1.227
C -0.28517 4.75680 0.55079 0.476 5.387 2.433
H -3.66496 3.75281 -1.81047 1.682 0.671 -0.218
H -2.25514 3.97183 -2.94120 0.890 -1.186 -0.142
H -4.38421 5.91087 -2.25013 1.296 -1.048 -1.529
H -3.76522 5.29972 -3.88982 -0.257 -0.363 -0.546
H -2.87149 6.62229 -2.89338 -1.031 -3.506 -0.239
H -0.02229 5.85677 0.14828 0.184 -2.590 0.615
H 0.51837 4.20654 1.06640 -0.434 0.277 -0.647
H -1.01047 5.18197 1.33140 0.710 -1.076 -0.741
O 2.51474 0.35145 -0.38081 0.632 0.477 -1.237
C 2.99716 1.29988 -0.98479 0.543 -0.743 -0.331
O 3.77406 1.22433 -2.12590 -1.389 0.986 1.033
C 3.83579 -0.06245 -2.71527 4.493 -0.457 2.028
C 4.92636 -0.09791 -3.81692 3.487 -9.334 8.450
C 2.86385 2.66824 -0.49527 -1.357 4.450 1.017
H 2.96371 -0.33631 -3.10569 -3.937 -0.821 -1.626
H 3.99845 -0.67661 -1.81917 0.319 -0.756 -0.726
H 4.79244 0.63550 -4.29431 -2.076 10.067 -7.702
H 5.01841 -1.03600 -4.37036 -0.659 0.250 -0.047
H 5.99418 0.04644 -3.42942 -1.466 -0.233 0.086
H 2.11486 3.36153 -1.04589 0.846 -1.741 0.106
H 3.75591 3.35136 -0.59067 -0.428 -1.264 0.209
H 2.40069 2.77370 0.55008 1.085 -0.815 -1.407
O 0.30274 1.32342 -3.29139 -0.527 -0.953 -1.429
C 0.18246 1.10967 -4.49069 0.189 -0.037 0.591
O -0.67950 0.16492 -5.05854 1.830 2.738 -0.885
C -1.42847 -0.66033 -4.26497 3.612 -5.935 2.271
C -1.83710 -2.00935 -4.98046 -1.490 0.312 0.628
C 0.93374 2.00488 -5.52165 0.577 -3.422 -1.258
H -2.08885 -0.29850 -3.60999 -3.422 2.492 1.424
H -0.72843 -1.08730 -3.40651 -0.774 0.772 -1.651
H -2.45617 -1.73450 -5.91124 1.182 -0.901 1.135
H -2.51999 -2.76104 -4.27958 1.856 2.318 -1.637
H -0.85343 -2.50550 -5.14822 -1.054 0.054 -0.546
H 1.97700 1.57359 -5.91436 -1.966 0.724 1.633
H 1.06533 2.94371 -4.98558 -0.182 0.225 -0.929
H 0.36511 1.80702 -6.47513 0.195 1.580 0.889
O -1.93004 -0.31771 2.22691 -1.059 0.485 1.197
C -2.63805 0.44806 2.87085 0.955 0.557 -0.411
O -3.30835 0.15863 4.01178 0.659 0.221 -0.025
C -2.91785 -1.07236 4.67600 -0.069 1.035 0.714
C -3.58625 -1.31193 6.01133 -2.575 0.490 -0.230
C -2.89613 1.90437 2.42920 4.981 -0.895 1.381
H -1.84621 -1.06028 4.76968 0.513 -0.134 -0.061
H -3.22986 -1.82393 4.04536 -0.263 -1.899 -1.541
H -3.14260 -0.75315 6.81819 0.207 0.214 0.277
H -3.50942 -2.41066 6.24507 -0.300 1.134 -0.207
H -4.73269 -0.95035 5.95182 2.525 -1.154 0.155
H -2.84753 2.59477 3.22330 -1.336 0.434 1.558
H -3.74927 1.78655 1.91687 -3.139 0.796 -2.182
H -1.98240 2.34828 1.94010 -1.054 -1.293 -0.795
C -4.98602 -1.07223 0.07789 1.155 0.270 -0.967
C -3.67433 -1.84902 -0.05437 4.313 0.874 -5.660
O -2.74740 -1.55669 -1.06391 -5.391 -1.570 6.206
C -3.35807 -2.96619 0.98395 -1.457 1.334 -3.216
H -5.35882 -0.45094 -0.75603 0.907 -0.517 -0.083
H -4.79996 -0.36118 0.87250 -0.254 -0.019 0.671
H -5.77615 -1.75346 0.29363 -0.577 -0.504 0.720
H -3.48759 -3.96688 0.61634 -0.210 -0.404 -0.902
H -4.05846 -2.89361 1.75188 -0.487 0.430 1.908
H -2.34361 -2.84225 1.10332 2.235 0.230 1.377
C 0.56212 1.05578 4.28653 3.053 -2.394 2.359
C 1.42351 1.41621 3.01961 -2.865 -0.200 0.509
O 0.78411 1.85511 2.06676 1.373 -0.346 0.743
C 2.85801 1.14900 3.11752 3.233 2.094 -0.144
H 0.85956 1.64345 5.28474 -0.559 -1.357 -2.312
H 0.56086 -0.18493 4.54912 0.512 3.483 -0.737
H -0.41393 1.21945 4.01312 -2.277 0.766 -0.372
H 3.48082 1.17824 2.15813 -1.216 0.765 1.062
H 3.05365 0.13778 3.39319 -0.179 -0.743 1.057
H 3.33389 1.91266 3.94919 -1.105 -2.065 -2.041
C 2.67315 -3.99031 -1.94843 0.572 0.873 -0.908
C 1.93123 -3.05812 -2.86350 -2.461 3.218 0.542
O 1.02161 -2.25018 -2.47001 3.071 -2.940 -0.946
C 2.35558 -3.03544 -4.32762 -0.096 0.278 0.076
H 2.16084 -4.92482 -2.06255 0.166 -0.985 -0.201
H 2.50800 -3.69834 -0.92586 0.267 0.168 0.299
H 3.75900 -4.01776 -2.28881 -1.400 -0.309 0.750
H 2.08409 -4.00820 -4.81758 0.427 0.927 0.283
H 3.44589 -2.83081 -4.38452 -0.506 -0.600 0.009
H 1.88616 -2.16309 -4.82036 -0.117 -0.712 0.135

Record 3
20
Properties=species:S:1:pos:R:3:forces:R:3 method="wB97M-V/def2-TZVPD" smiles="O=C(CF)C1=C[C@H](O)C[C@H]1O" homo_energy_ev=-10.047
C 1.84372 0.65978 -0.27829 -1.301 0.706 0.501
C -1.68606 -0.58376 0.48047 -1.201 -0.615 1.499
C -0.63982 1.30727 -0.32862 1.005 -0.758 -0.521
C 0.33205 0.39492 -0.12708 -0.038 0.261 -1.493
C -2.06080 0.76481 -0.30144 3.511 -1.502 4.135
C -0.25892 -0.97656 0.19323 1.711 0.721 -0.627
C 2.86185 -0.47784 -0.19389 -0.282 3.188 2.533
O 2.28310 1.77661 -0.46103 -0.496 -0.681 0.045
O -2.91224 1.51816 0.49180 -0.171 1.850 0.915
O 0.10462 -2.04818 -0.73103 0.277 1.503 0.605
F 3.78409 -0.10994 0.78814 0.530 0.625 0.250
H 3.34175 -0.39065 -1.07941 1.582 -0.706 -3.025
H -1.70332 -0.27642 1.59689 -0.133 -0.535 -1.766
H -2.36692 -1.46577 0.39088 0.171 0.842 -0.108
H -0.37583 2.32348 -0.50266 -0.100 0.833 -0.247
H 2.59173 -1.37368 0.18779 -1.638 -3.109 -0.010
H -2.42594 0.51592 -1.22391 -1.356 0.023 -2.424
H 0.33690 -1.18604 1.04787 -0.172 -1.016 1.382
H -2.38776 2.11036 1.11578 -0.930 -1.311 -1.323
H -0.66220 -2.48247 -1.06546 -0.968 -0.322 -0.322

Record 4
11
Properties=species:S:1:pos:R:3:forces:R:3 method="wB97M-V/def2-TZVPD" smiles="C/N=C/O.Cl" homo_energy_ev=-10.462
C -0.71368 -0.90177 0.01469 -0.159 -0.138 0.048
C -0.00749 1.32030 0.15381 -0.498 -0.665 -0.004
N 0.16097 0.17704 -0.35205 0.512 0.503 0.042
O 0.76840 2.35279 -0.12050 0.460 0.673 -0.116
Cl 3.22865 -0.43673 0.02972 -0.049 0.013 -0.055
H -1.20356 -1.27420 -0.88523 -0.060 -0.084 0.083
H -0.10780 -1.70852 0.42994 -0.137 -0.064 0.028
H -1.47175 -0.60105 0.74624 -0.022 -0.090 -0.016
H 1.96301 -0.26478 -0.28984 -0.014 -0.002 -0.015
H -0.80440 1.58612 0.85718 0.097 -0.055 -0.107
H 1.46914 2.09326 -0.74133 -0.131 -0.092 0.112

Record 5
44
Properties=species:S:1:pos:R:3:forces:R:3 method="wB97M-V/def2-TZVPD" smiles="O=[N+]([O-])c1ccccc1.CC#N.CC#N.CC#N.CC#N.CC#N" homo_energy_ev=-11.044
C -0.80667 -3.22228 -4.61396 0.730 0.757 -0.069
C -0.68745 -3.99041 -5.80336 0.360 -2.494 -3.078
N -0.49793 -4.63269 -6.75883 -0.489 1.295 1.787
H -0.58331 -3.85769 -3.75695 -0.554 0.287 0.151
H -1.72964 -2.64288 -4.63695 -0.001 -0.281 0.570
H 0.02575 -2.52711 -4.72317 -0.064 0.306 0.471
C -1.72156 1.54200 2.78341 1.396 -0.662 -0.458
C -0.35603 0.99811 3.15672 -1.934 0.595 0.353
N 0.63859 0.51310 3.45569 0.263 0.125 -0.129
H -2.52840 0.88135 3.10063 0.278 -0.034 0.184
H -1.67219 1.51611 1.69483 -0.458 0.215 -0.092
H -1.90946 2.55894 3.12783 0.290 -0.235 0.133
C 0.63156 4.94829 3.51183 0.116 0.219 -0.830
C -0.16811 4.20590 4.45889 -2.662 -2.175 3.609
N -0.88484 3.63513 5.21742 2.826 2.210 -3.026
H 0.57472 6.02500 3.67168 -0.181 -0.086 0.131
H 0.19477 4.72029 2.53955 0.085 0.215 -0.216
H 1.68749 4.68520 3.44955 -0.133 -0.307 0.389
C 2.66689 -1.28925 1.92994 0.477 0.255 -0.096
C 3.18705 -2.58309 1.57690 0.896 -1.822 -0.199
N 3.59221 -3.62638 1.28304 -0.383 1.040 0.228
H 1.61162 -1.31078 1.65786 0.098 0.586 0.308
H 3.25131 -0.56295 1.36509 -0.431 0.197 -0.305
H 2.87894 -1.04090 2.96986 -0.538 -0.274 0.047
C 0.68028 -3.92538 -0.31164 0.334 0.527 -0.035
C 0.68196 -5.08138 0.57714 -0.316 -0.301 -0.227
N 0.60893 -5.99368 1.27210 0.087 0.225 -0.118
H 1.69030 -3.65748 -0.62178 0.014 -0.174 0.146
H 0.29046 -3.06645 0.23460 -0.048 -0.004 0.002
H 0.09170 -4.03332 -1.22270 -0.129 -0.380 0.234
C -1.68544 3.17005 -1.34500 0.359 1.033 -0.146
C -2.09743 2.28014 -2.31035 0.284 -0.650 0.916
C -1.42677 1.05686 -2.39323 -0.554 -0.159 -0.169
C -0.34100 0.74445 -1.57011 -0.553 0.405 0.287
C 0.00524 1.64145 -0.52323 -0.175 -0.111 -0.970
C -0.64092 2.89164 -0.48810 0.527 -1.272 0.047
N 0.30090 -0.62183 -1.76574 1.098 -0.706 2.240
O -0.17583 -1.44371 -2.51955 -0.405 1.078 -0.256
O 1.26089 -0.91844 -1.02804 -1.238 1.335 -0.958
H -2.13275 4.15085 -1.27889 -0.264 0.024 0.027
H -3.01421 2.50624 -2.83456 0.182 -0.268 -0.447
H -1.88813 0.31197 -3.02465 0.543 -0.214 -0.279
H 0.71480 1.41984 0.26024 0.331 -0.286 -0.291
H -0.31828 3.62513 0.23598 -0.063 -0.038 0.136

Record 6
9
Properties=species:S:1:pos:R:3:forces:R:3 method="wB97M-V/def2-TZVPD" smiles="C=CC(=O)O" homo_energy_ev=-10.599
C -0.14562 -0.36627 0.40197 1.069 -1.522 -0.770
C 0.32927 0.81865 -0.40368 0.711 1.334 -0.711
C 0.09189 0.97417 -1.70698 0.468 -0.114 -0.764
H 0.34870 0.79162 1.79432 -0.473 -2.803 0.485
H 1.04860 1.61333 -0.03360 -1.183 -1.099 0.464
H 0.51492 1.86196 -2.26367 -0.584 -1.191 0.744
H -0.38432 0.17607 -2.30251 -0.089 0.650 0.437
O 0.12730 -0.22080 1.75405 -0.210 2.653 -1.473
O -0.52494 -1.40449 -0.12185 0.291 2.092 1.586

Number 1: lowest unoccupied orbital energy -0.1326 Ha, E_tot -686.28409 a.u.. Number 2: lowest unoccupied orbital energy -0.0578 Ha, E_tot -2174.57134 a.u.. Number 3: lowest unoccupied orbital energy -0.0108 Ha, E_tot -597.62454 a.u.. Number 4: lowest unoccupied orbital energy 0.0364 Ha, E_tot -669.98670 a.u.. Number 5: lowest unoccupied orbital energy -0.0567 Ha, E_tot -1100.51681 a.u.. Number 6: lowest unoccupied orbital energy 0.0090 Ha, E_tot -267.15979 a.u..